C38H47F5N2O2 | ωB97M-V/def2-TZVPD

ORCA input file:
```
! RIJCOSX wB97M-V def2-TZVPD def2/J DEFGRID3
* xyz 0 1
F 17.25 12.69 15.32
F 12.94 11.42 15.44
F 13.74 19.86 10.06
F 12.05 12.10 9.77
F 12.96 12.89 18.09
O 13.92 15.63 14.62
O 9.06 14.56 18.98
N 11.69 16.52 17.51
N 14.88 18.24 13.66
C 16.77 14.28 18.65
C 18.85 15.95 14.69
C 10.14 11.79 8.45
C 12.81 17.88 10.98
C 10.35 15.92 17.61
C 15.33 15.97 14.67
C 14.96 16.48 9.91
C 12.26 7.55 16.74
C 14.86 17.83 9.67
C 14.00 15.83 10.66
C 15.69 15.15 18.70
C 13.82 18.51 10.24
C 9.22 12.25 7.56
C 17.90 13.72 14.69
C 12.87 16.53 11.21
C 10.30 14.36 7.59
C 15.29 12.55 18.28
C 18.24 14.84 15.36
C 10.04 15.15 16.34
C 19.15 15.77 13.34
C 11.13 12.59 8.92
C 12.21 7.86 15.40
C 18.82 14.59 12.68
C 15.54 17.44 14.73
C 10.39 15.02 18.82
C 12.50 8.55 17.71
C 8.82 13.73 20.14
C 12.70 9.88 17.27
C 12.74 10.17 15.92
C 11.25 13.84 8.49
C 18.13 13.60 13.33
C 16.57 12.94 18.49
C 13.66 14.24 14.53
C 15.17 18.03 16.08
C 9.28 13.56 7.10
C 14.34 14.78 18.56
C 12.44 9.16 14.97
C 14.21 13.41 18.41
H 15.78 15.53 13.74
H 19.08 14.49 11.64
H 11.98 7.11 14.60
H 15.83 15.36 15.47
H 12.92 10.73 17.91
H 11.97 16.50 16.55
H 13.43 15.41 18.47
H 10.65 15.57 19.77
H 15.85 16.13 19.05
H 15.66 18.42 9.10
H 15.54 17.52 16.96
H 9.53 16.63 17.85
H 14.09 13.63 15.34
H 17.94 12.71 12.79
H 12.58 14.08 14.52
H 19.22 16.81 15.25
H 9.48 13.99 20.95
H 15.80 15.93 9.53
H 17.85 14.92 16.34
H 8.51 14.02 6.46
H 17.74 14.74 18.91
H 19.59 16.57 12.76
H 11.99 6.55 17.04
H 7.74 13.82 20.29
H 12.00 18.50 11.33
H 16.58 17.48 14.46
H 14.13 14.75 10.82
H 11.63 17.44 17.92
H 13.92 17.92 13.54
H 12.57 8.37 18.78
H 10.37 15.39 7.19
H 15.33 18.17 12.74
H 12.11 15.97 11.70
H 11.14 14.27 18.64
H 9.00 14.92 16.30
H 15.58 19.06 16.10
H 15.09 11.62 17.83
H 10.15 10.71 8.64
H 17.40 12.27 18.56
H 12.48 9.40 13.94
H 14.05 13.99 13.55
H 12.02 14.50 8.91
H 8.46 11.57 7.24
H 14.12 18.07 16.14
H 10.65 14.25 16.42
H 10.20 15.69 15.40
H 9.04 12.64 19.86
*
```

Calculated values
SMILES string: COC[C@H](C)N.COC[C@H](C)N.Fc1ccccc1.Fc1ccccc1.Fc1ccccc1.Fc1ccccc1.Fc1ccccc1
Calculated total energy, Ha: -2235.3839
Highest occupied orbital energy, eV: -9.05
HOMO-LUMO gap, eV: 9.68